Run P
Here is a structure of composition CH6NS2 from OMol25. Energies are from ωB97M-V/def2-TZVPD.

```
10
CH6NS2 ωB97M-V/def2-TZVPD
S 1.3184 1.9841 -1.0370
S -0.5543 1.6465 -0.6163
N -0.1367 -0.6617 1.1680
C -0.6302 -0.7488 -0.1943
H 0.1577 -1.5267 1.6112
H 0.7574 -0.1164 1.1347
H 1.5342 1.8354 -2.4306
H -0.7466 -0.3071 1.9739
H -0.0450 -1.1069 -1.0660
H -1.6548 -0.9984 -0.5437
```

Properties
HOMO (eV): -13.4
Charge: +1
Orbital gap (eV): 8.249
LUMO level (eV): -5.126

=====

Run Q
Here is a cluster of 2 separate species, CH6NS2 in total from OMol25. Energies are from ωB97M-V/def2-TZVPD.

```
10
CH6NS2 ωB97M-V/def2-TZVPD
S -0.1514 0.2534 2.8189
S -1.0295 -0.9557 1.4883
N 0.1493 0.7218 -2.0260
C 0.8027 0.0374 -1.1412
H -0.0663 -1.8332 1.5995
H -0.2823 0.1540 -2.7470
H 0.6517 -1.0536 -1.0936
H -1.1684 0.3743 3.6448
H 1.2428 0.6221 -0.2463
H -0.1485 1.6794 -2.2974
```

Properties
HOMO (eV): -12.5
Charge: +1
Orbital gap (eV): 6.765
LUMO level (eV): -5.762

=====

What are the relative energies? In hartree: run P 0.0294; run Q 0.0000.

=====

Run P
Here is a cluster of 2 separate species, H3O6 in total from OMol25. Energies are from ωB97M-V/def2-TZVPD.

```
9
H3O6 ωB97M-V/def2-TZVPD
O 1.3559 -0.9673 -0.3967
O 0.0838 -1.5612 -0.3754
O -1.0167 1.3994 -0.5092
O 0.9175 0.9028 0.6489
O -0.5612 0.7201 -1.4890
O 1.4039 0.3851 -0.4742
H -1.8379 0.8180 -0.1600
H 1.5277 1.5805 0.8286
H 0.1584 -2.3107 -0.9709
```

Properties
HOMO (alpha / beta) (eV): -16.3 / -16.8
Charge: +1
Orbital gap (alpha / beta) (eV): 7.058 / 9.207
LUMO level (alpha / beta) (eV): -9.258 / -7.549

=====

Run Q
Here is a cluster of 2 separate species, H3O6 in total from OMol25. Energies are from ωB97M-V/def2-TZVPD.

```
9
H3O6 ωB97M-V/def2-TZVPD
O 0.7826 0.6709 1.7200
O -0.9868 0.6523 -1.7121
O -0.5242 -1.1284 1.7984
O -0.3365 0.8174 -2.7346
O 0.4002 -0.4770 -0.2139
O 0.5067 -0.5937 1.0777
H -0.7621 0.4048 -3.5946
H 1.2104 1.3433 1.0907
H -0.2903 -1.6896 2.5683
```

Properties
HOMO (alpha / beta) (eV): -15.1 / -15.9
Charge: +1
Orbital gap (alpha / beta) (eV): 6.335 / 9.972
LUMO level (alpha / beta) (eV): -8.761 / -5.922

=====

What are the relative energies? In hartree: run P 0.0000; run Q 0.0599.

=====

Run P
Here is a structure of composition C6H10BrN2 from OMol25. Energies are from ωB97M-V/def2-TZVPD.

```
19
C6H10BrN2 ωB97M-V/def2-TZVPD
Br 2.9797 -0.2116 -0.1836
N 0.5423 1.3089 0.3499
N -1.2923 -3.1969 -0.1298
C 1.0772 -0.0335 -0.0361
C -0.0532 -3.0876 -0.0868
C -0.9407 1.0693 0.1054
C -1.1093 -0.5092 0.2008
C 1.0903 2.4511 -0.3383
C 0.1837 -1.0865 -0.1106
H 0.6790 1.4135 1.4388
H -1.7435 -4.0932 -0.2506
H -1.2329 -0.7870 1.2429
H 2.2661 2.3410 -0.5432
H 0.9697 3.4858 0.2566
H -2.1449 -0.9519 -0.2660
H -1.0995 1.4731 -0.8887
H -1.5877 1.6285 0.8030
H 0.6258 2.4760 -1.3292
H 0.7902 -3.6899 -0.2345
```

Properties
HOMO (eV): -13.1
Charge: +1
Orbital gap (eV): 9.615
LUMO level (eV): -3.475

=====

Run Q
Here is the ion C6H10BrN2 with charge +1 from OMol25. Energies are from ωB97M-V/def2-TZVPD.

```
19
C6H10BrN2 ωB97M-V/def2-TZVPD
Br 2.3444 0.2029 -0.8473
N 0.1741 1.1593 -2.2241
N -0.1797 -0.7114 -0.7017
C 0.4817 0.6971 -0.7551
C 0.1466 1.6455 0.3861
C -0.8048 -2.5839 0.5306
C 0.0993 -0.4302 1.6892
C -0.2855 -1.2207 0.4909
C 0.2350 0.8712 1.7121
H 0.7837 2.5028 0.3451
H -0.4263 -3.0152 -0.3742
H -0.3224 -2.9852 1.3793
H -0.2527 -0.9287 2.5852
H -0.8943 1.9673 0.2173
H 0.9777 1.8980 -2.3415
H -1.9421 -2.6371 0.4750
H 0.0433 0.3191 -2.7279
H 0.4830 1.4828 2.5688
H -0.6608 1.7662 -2.4077
```

Properties
Structure (SMILES): CC1=N[C@]([NH3+])(Br)CC=C1
HOMO (eV): -13.6
Charge: +1
Orbital gap (eV): 9.878
LUMO level (eV): -3.733

=====

What are the relative energies? In hartree: run P 0.1005; run Q 0.0000.

=====

Run P
Here is an isolated molecule of C2H4OS2 from OMol25. Energies are from ωB97M-V/def2-TZVPD.

```
9
C2H4OS2 ωB97M-V/def2-TZVPD
S 2.0495 -0.8242 -0.4934
S 1.3337 -0.0473 1.1764
O -1.0271 -1.1049 -0.0300
C -1.0392 0.1834 -0.5679
C -0.4876 0.0124 0.8848
H -0.2570 0.3700 -1.2184
H -1.8935 0.7449 -0.5937
H -1.0091 0.2605 1.7646
H 2.3303 0.4051 -0.9224
```

Properties
Structure (SMILES): SS[C@H]1CO1
HOMO (eV): -9.0
Orbital gap (eV): 9.548
LUMO level (eV): 0.546

=====

Run Q
Here is an isolated molecule of C2H4OS2 from OMol25. Energies are from ωB97M-V/def2-TZVPD.

```
9
C2H4OS2 ωB97M-V/def2-TZVPD
S -0.7303 -1.4144 -0.6200
S 0.1561 2.4373 0.7658
O 0.9270 0.8916 -1.2282
C 0.3203 1.0482 0.0170
C 0.0767 -0.3204 0.6121
H 0.7465 0.0453 -1.6241
H -2.0706 -1.6539 -0.3307
H -0.5450 -0.3594 1.5859
H 1.1193 -0.6743 0.8221
```

Properties
Structure (SMILES): OC(=S)CS
HOMO (eV): -9.0
Orbital gap (eV): 9.089
LUMO level (eV): 0.067

=====

Run R
Here is an isolated molecule of C2H4OS2 from OMol25. Energies are from ωB97M-V/def2-TZVPD.

```
9
C2H4OS2 ωB97M-V/def2-TZVPD
S -2.4676 -0.0066 -0.2401
S 0.1431 -1.2941 0.2445
O -3.1916 1.1631 0.2132
C -0.9492 0.0311 0.4313
C 1.5663 -0.2768 -0.3223
H 1.9735 0.0070 0.5411
H -0.6167 0.9177 1.0031
H 1.4648 0.6014 -1.0805
H 2.0776 -1.1429 -0.7903
```

Properties
HOMO (eV): -8.7
Orbital gap (eV): 8.335
LUMO level (eV): -0.339

=====

What are the relative energies? In hartree: run P 0.0428; run Q 0.0000; run R 0.0400.